Record 1
Below is C52H63GeN6O2Pb as an isolated structure, with properties calculated with ωB97M-V/def2-TZVPD.

Geometry as XYZ:
```
125
C52H63GeN6O2Pb, DFT ωB97M-V/def2-TZVPD
Pb -0.3484 0.2633 0.5336
C 0.9894 -0.9544 4.3306
C 0.0267 -1.9857 4.9149
C -0.6024 -1.4641 6.2100
C -1.0190 -2.5843 3.9873
C -1.2882 -3.9368 4.1964
C -2.2041 -4.6260 3.4272
C -2.8793 -3.9567 2.4246
C -2.6554 -2.6073 2.1655
C -3.4950 -2.0013 1.0633
C -4.2783 -0.7444 1.4350
C -1.6416 -2.8601 -0.5299
C -1.7213 -1.9250 2.9652
N -1.4146 -0.5777 2.6509
C -1.7960 0.3922 3.3965
C -1.4221 1.7419 3.1304
C -1.6044 2.8342 3.9665
C -0.9588 3.9044 3.3517
C -0.4128 3.4271 2.1621
N -0.6889 2.1009 2.0149
C 0.4015 4.2914 1.2183
C 1.7987 4.5612 1.7883
C -0.3171 5.6458 1.0176
C 0.5143 3.7702 -0.1855
H 1.8911 -0.9322 4.9445
H 0.5681 0.0488 4.3476
H 1.2810 -1.1858 3.3045
H 0.6468 -2.8446 5.1961
H -1.1641 -0.5471 6.0353
H 0.1734 -1.2371 6.9398
H -1.2796 -2.1957 6.6487
H -0.7553 -4.4531 4.9847
H -2.3942 -5.6734 3.6099
H -3.6104 -4.4862 1.8274
H -4.2510 -2.7657 0.8687
H -3.6522 0.1393 1.5334
H -4.8071 -0.8884 2.3786
H -5.0190 -0.5517 0.6594
H -0.8712 -2.6561 0.2078
H -1.2205 -2.7657 -1.5291
H -1.9750 -3.8863 -0.3849
H -2.4102 0.2128 4.2790
H -2.1334 2.8341 4.9024
H -0.8931 4.9115 3.7200
H 1.7216 5.0193 2.7720
H 2.3444 5.2434 1.1351
H 2.3674 3.6428 1.8947
H -0.3658 6.1766 1.9646
H -1.3323 5.5070 0.6518
H 0.2319 6.2704 0.3140
H 0.9382 2.6369 -0.1145
H 1.2366 4.2930 -0.8003
H -0.4069 3.5526 -0.7147
O 2.4089 1.4468 2.7954
H 1.5276 1.6176 3.1558
H 2.7519 0.7044 3.3053
O -1.9137 1.9989 -0.8121
H -2.4271 1.1931 -1.0438
H -2.4360 2.4370 -0.1282
N -2.3310 -0.5694 -0.5608
C -2.8217 -1.8742 -0.3668
N -3.8767 -2.1474 -1.3491
C -3.9909 -1.3503 -2.5499
C -5.4246 -1.3869 -3.0701
C -5.8709 -2.8213 -3.3127
C -5.6653 -3.6584 -2.0614
C -4.2250 -3.5386 -1.5734
H -3.3159 -1.7224 -3.3429
H -3.6872 -0.3288 -2.3336
H -5.4954 -0.8033 -3.9889
H -6.0768 -0.9140 -2.3296
H -5.2722 -3.2454 -4.1267
H -6.9120 -2.8580 -3.6373
H -5.9045 -4.7052 -2.2558
H -6.3312 -3.3100 -1.2673
H -3.5530 -4.0092 -2.3120
H -4.1068 -4.0984 -0.6452
N 4.0415 -6.2633 -1.0778
C 3.5382 -5.3152 -0.6772
C 2.9107 -4.1264 -0.1743
C 1.9725 -4.2012 0.8501
C 1.3982 -3.0248 1.2944
N 1.7018 -1.8269 0.7965
C 2.6046 -1.7687 -0.1756
C 3.2391 -2.8820 -0.7017
H 1.6943 -5.1490 1.2856
H 0.6527 -3.0512 2.0812
H 2.8495 -0.7844 -0.5592
H 3.9613 -2.7794 -1.4958
C 1.5196 1.5646 -0.3792
Ge 2.5264 1.6445 -2.0979
C 1.7483 0.2997 -3.2823
C 2.4700 -0.1399 -4.3933
C 1.9313 -1.0622 -5.2765
C 0.6489 -1.5482 -5.0761
C -0.0938 -1.1034 -3.9941
C 0.4587 -0.1920 -3.1066
C 2.3639 3.3978 -2.9198
C 3.3823 4.3429 -2.8556
C 3.2126 5.5995 -3.4197
C 2.0253 5.9183 -4.0581
C 1.0094 4.9767 -4.1455
C 1.1809 3.7231 -3.5831
C 4.3448 1.1978 -1.5651
C 5.0194 0.0932 -2.0768
C 6.3000 -0.2208 -1.6446
C 6.9217 0.5681 -0.6908
C 6.2602 1.6673 -0.1645
C 4.9809 1.9752 -0.5969
H 2.1948 1.6271 0.4808
H 3.4662 0.2439 -4.5828
H 2.5076 -1.3935 -6.1300
H 0.2242 -2.2602 -5.7708
H -1.1072 -1.4541 -3.8491
H -0.1511 0.1632 -2.2881
H 4.3196 4.1029 -2.3700
H 4.0115 6.3259 -3.3681
H 1.8955 6.8955 -4.5013
H 0.0889 5.2185 -4.6583
H 0.3844 2.9921 -3.6667
H 4.5493 -0.5310 -2.8281
H 6.8130 -1.0800 -2.0552
H 7.9219 0.3274 -0.3575
H 6.7410 2.2821 0.5840
H 4.4725 2.8257 -0.1595
```

Calculated values
- Kohn-Sham gap (alpha / beta) (eV) = 5.63 / 6.23
- charge = +1
- LUMO level (alpha / beta) (eV) = -4.551 / -3.771
- energy above the lowest of the compared OMol25 structures with the same formula, charge and spin (kcal/mol) = 134.41
- strongest force on any atom (eV Å⁻¹) = 0.66

***

Record 2
Below is C52H64N5O3P2STeTi as an isolated structure, with properties calculated with ωB97M-V/def2-TZVPD.

Geometry as XYZ:
```
129
C52H64N5O3P2STeTi, DFT ωB97M-V/def2-TZVPD
Ti 0.4428 -1.0282 1.8204
C -4.1344 -4.9511 0.7920
C -4.3176 -4.1568 2.0830
N -3.1112 -3.9959 2.8582
C -2.2071 -2.9655 2.6339
S -0.7499 -2.9842 3.5586
N -2.5113 -2.0738 1.7551
N -1.5951 -1.0134 1.6807
C -2.1874 0.2016 1.4623
C -3.6820 0.3916 1.4779
C -1.3043 1.2459 1.4093
C -1.8193 2.6163 1.4292
C -1.3385 3.6056 2.1784
C 1.0928 3.1770 2.1371
C 1.1003 1.8483 1.3103
N 0.0195 0.8695 1.5547
H -5.0854 -5.0609 0.2634
H -3.4327 -4.4420 0.1324
H -3.7432 -5.9502 1.0017
H -4.6793 -3.1571 1.8447
H -5.0716 -4.6402 2.7132
H -2.7133 -4.8018 3.3075
H -4.1801 -0.5579 1.6496
H -3.9706 1.0877 2.2702
H -4.0516 0.8070 0.5386
H -2.6987 2.8076 0.8207
H -1.7818 4.5944 2.1330
H 1.9908 3.1940 2.7668
H 1.9983 1.3290 1.6429
C 0.8805 -3.2070 -1.8865
P -0.1759 -2.8264 -0.4340
C -1.7825 -2.6486 -1.2890
C -0.3490 -4.4993 0.3247
C 0.8929 -4.9395 1.1160
P 1.8024 -3.5327 1.9335
C 3.3967 -3.6100 1.0243
C 2.3493 -4.3151 3.5004
H 0.4708 -4.0537 -2.4447
H 1.9030 -3.4333 -1.5866
H 0.9029 -2.3276 -2.5312
H -2.5476 -2.4107 -0.5501
H -2.0474 -3.5627 -1.8296
H -1.7059 -1.8305 -2.0076
H -0.6114 -5.2411 -0.4391
H -1.1953 -4.4182 1.0062
H 1.6065 -5.4502 0.4627
H 0.5983 -5.6462 1.8948
H 3.8136 -4.6221 1.0267
H 4.0963 -2.9048 1.4704
H 3.2498 -3.2746 -0.0019
H 2.8818 -5.2509 3.3083
H 1.4830 -4.5051 4.1323
H 3.0122 -3.6220 4.0205
O 4.2781 -0.6133 0.9521
C 3.2065 -0.2084 0.5252
O 2.0573 -0.7864 0.6845
H 3.1529 0.7249 -0.0592
C -4.0764 -0.9269 -6.9970
C -3.1302 -0.5051 -5.9034
C -3.5957 0.0350 -4.7142
C -2.7294 0.4169 -3.6922
C -3.3223 0.9768 -2.4287
C -1.3402 0.2583 -3.8403
Te -0.1317 0.9133 -2.1418
N 1.2138 2.2027 -0.0932
C 1.2564 3.5232 -0.2556
O 1.3164 4.1568 -1.3281
C 1.1985 4.2094 1.0736
C 1.1994 5.5648 1.2238
C 1.0158 6.2718 2.4213
C 0.5973 5.7663 3.6892
C 0.1040 4.5407 3.9996
C -0.1211 3.4038 3.0467
C 1.3710 1.7511 -3.3919
C 2.6512 1.2039 -3.4740
C 3.0883 -0.0355 -2.7408
C 3.5906 1.7940 -4.3229
C 3.2856 2.8965 -5.0977
C 4.3193 3.5387 -5.9848
C 2.0033 3.4245 -5.0061
C 1.0471 2.8863 -4.1558
C -0.2920 3.5609 -4.0619
C -0.8675 -0.3225 -5.0274
C 0.5927 -0.6143 -5.2504
C -1.7610 -0.6792 -6.0357
H -5.0735 -0.5166 -6.8314
H -4.1696 -2.0153 -7.0431
H -3.7290 -0.5878 -7.9752
H -4.6646 0.1686 -4.5716
H -4.4109 1.0183 -2.4982
H -2.9375 1.9771 -2.2162
H -3.0607 0.3607 -1.5656
H 1.3619 6.1299 0.3098
H 1.1817 7.3445 2.3813
H 0.6429 6.4840 4.5053
H -0.1769 4.3635 5.0334
H -0.2740 2.4933 3.6325
H 2.3958 -0.3145 -1.9517
H 4.0746 0.1105 -2.2974
H 3.1663 -0.8765 -3.4387
H 4.5882 1.3658 -4.3721
H 5.1784 2.8816 -6.1277
H 4.6827 4.4716 -5.5462
H 3.9057 3.7786 -6.9668
H 1.7470 4.3031 -5.5912
H -0.3259 4.4258 -4.7277
H -0.4386 3.8982 -3.0341
H -1.1058 2.8830 -4.3285
H 1.0604 -0.9581 -4.3267
H 1.1427 0.2740 -5.5685
H 0.7128 -1.3873 -6.0125
H -1.3675 -1.1240 -6.9467
C -0.8268 1.2568 6.9951
C -1.5138 0.8825 5.8199
C -0.8393 0.2951 4.7857
C 0.5590 0.0549 4.8488
C 1.2626 -0.5214 3.7370
C 2.6267 -0.6714 3.8833
C 3.3152 -0.3018 5.0653
C 2.6421 0.2362 6.1214
C 1.2411 0.4380 6.0324
C 0.5172 1.0356 7.0958
H -1.3658 1.7236 7.8123
H -2.5787 1.0647 5.7353
H -1.3609 0.0028 3.8838
H 3.2247 -1.0579 3.0631
H 4.3906 -0.4397 5.1172
H 3.1606 0.5325 7.0280
H 1.0577 1.3244 7.9923
```

Calculated values
- Kohn-Sham gap (alpha / beta) (eV) = 4.97 / 4.96
- charge = -2
- LUMO level (alpha / beta) (eV) = 3.843 / 3.843
- energy above the lowest of the compared OMol25 structures with the same formula, charge and spin (kcal/mol) = 37.42
- spin multiplicity = 2
- ⟨S²⟩ = 0.80
- strongest force on any atom (eV Å⁻¹) = 0.87

***

Record 3
Below is a 3-piece molecular cluster, C52H64NO4 overall, with properties calculated with ωB97M-V/def2-TZVPD.

Geometry as XYZ:
```
121
C52H64NO4, DFT ωB97M-V/def2-TZVPD
C -6.6085 1.0292 0.9866
C -6.8847 0.3288 -0.2576
C -5.7775 -0.6824 -0.6934
C -5.6100 -0.4350 -2.2785
C -4.0328 -0.2402 -2.5190
C -3.6473 1.2321 -2.9742
C -2.2230 1.5580 -2.3208
C -1.2537 2.3609 -3.2933
C 0.0643 1.5115 -3.5455
C 1.0280 1.4613 -2.2931
C 1.6625 2.8603 -1.9193
C 3.1200 2.6844 -1.3193
C 3.2701 3.2006 0.1675
C 2.3747 2.4143 1.1976
C 2.4325 2.9933 2.6613
C 3.7782 2.7074 3.4361
C 4.3111 1.2306 3.3191
C 3.5011 0.1959 4.1903
C 3.9163 -1.3063 3.9227
C 5.4215 -1.6287 4.2846
C 6.3472 -1.6053 2.9722
N -6.1808 -2.0804 -0.4243
C -7.6103 -2.3499 -0.6289
C -7.7788 -3.9474 -0.5775
C -7.3402 -4.6655 -1.9176
H -5.9051 1.9045 0.9440
H -7.0619 0.7140 1.9722
H -7.8561 0.4990 -0.8170
H -6.1252 0.5378 -2.5202
H -6.0218 -1.2930 -2.8905
H -3.6537 -1.0061 -3.2536
H -3.5018 -0.4108 -1.5407
H -4.4255 1.9267 -2.5621
H -3.6064 1.3572 -4.0907
H -1.6899 0.5915 -2.0795
H -2.3237 2.1151 -1.3560
H -1.7117 2.6332 -4.2772
H -0.9352 3.3075 -2.7654
H -0.2563 0.4504 -3.7410
H 0.6516 1.8478 -4.4403
H 0.5461 0.9974 -1.3943
H 1.8806 0.7788 -2.5860
H 0.9790 3.4743 -1.2802
H 1.7890 3.4243 -2.8917
H 3.4409 1.6098 -1.3540
H 3.8348 3.2657 -1.9693
H 4.3467 2.9887 0.4559
H 3.1563 4.3164 0.2576
H 1.3076 2.5252 0.8499
H 2.6288 1.3153 1.1589
H 2.3112 4.1120 2.5727
H 1.5647 2.6362 3.2801
H 3.5797 2.9132 4.5251
H 4.6112 3.3914 3.1260
H 5.3685 1.2356 3.7241
H 4.3921 0.8448 2.2693
H 2.4027 0.3094 4.0013
H 3.6704 0.3788 5.2911
H 3.2742 -2.0235 4.5121
H 3.7413 -1.5615 2.8396
H 5.8472 -0.9176 5.0390
H 5.4704 -2.6673 4.6999
H 6.6003 -2.6438 2.6408
H 5.7499 -1.1347 2.1428
H 7.2903 -1.0349 3.1820
H -5.8520 -2.4198 0.4753
H -8.2710 -1.9735 0.2119
H -7.9815 -2.0416 -1.6403
H -7.0808 -4.2754 0.2523
H -8.8109 -4.2454 -0.2251
H -8.0556 -5.4939 -2.1529
H -7.3338 -3.8783 -2.7247
H -6.2827 -5.0357 -1.8202
C 8.7343 -6.1183 5.6748
C 8.1709 -5.0050 5.0564
C 8.9495 -3.8862 4.7947
C 10.2932 -3.8714 5.1615
C 10.8518 -4.9779 5.8030
C 10.0712 -6.1059 6.0483
C 12.2674 -4.9584 6.2432
O 12.7570 -5.9242 6.7993
C 13.0742 -3.7381 6.0018
C 14.3891 -3.6814 6.4597
C 15.1571 -2.5484 6.2272
C 14.6185 -1.4710 5.5286
C 13.3075 -1.5207 5.0753
C 12.5290 -2.6504 5.3190
C 11.1193 -2.6782 4.8611
O 10.6470 -1.7353 4.2540
H 8.1275 -6.9947 5.8704
H 7.1237 -5.0112 4.7765
H 8.5072 -3.0245 4.3086
H 10.5039 -6.9721 6.5340
H 14.8140 -4.5182 7.0010
H 16.1779 -2.5046 6.5888
H 15.2212 -0.5899 5.3414
H 12.8909 -0.6783 4.5363
C -9.9750 -0.3769 -3.8540
C -11.1079 -0.4498 -4.6605
C -11.3758 0.5570 -5.5781
C -10.5167 1.6485 -5.6846
C -9.3933 1.7333 -4.8586
C -9.1190 0.7115 -3.9510
C -8.4969 2.9122 -4.9263
O -7.5169 2.9884 -4.2130
C -8.8224 4.0043 -5.8766
C -8.0226 5.1447 -5.9125
C -8.3104 6.1668 -6.8070
C -9.3925 6.0505 -7.6758
C -10.1951 4.9188 -7.6397
C -9.9177 3.8969 -6.7333
C -10.8026 2.7082 -6.6794
O -11.7521 2.6089 -7.4376
H -9.7621 -1.1679 -3.1441
H -11.7816 -1.2946 -4.5743
H -12.2557 0.4933 -6.2071
H -8.2419 0.7639 -3.3153
H -7.1776 5.2383 -5.2407
H -7.6897 7.0552 -6.8295
H -9.6121 6.8460 -8.3788
H -11.0389 4.8342 -8.3140
```

Calculated values
- Kohn-Sham gap (eV) = 1.93
- charge = -1
- LUMO level (eV) = -0.210
- strongest force on any atom (eV Å⁻¹) = 4.97